1.
Entry from the OMol25 dataset: a single C6H9NO3 molecule at a distorted geometry (ωB97M-V with the def2-TZVPD basis set).

```
19
Properties=species:S:1:pos:R:3
O 2.206 -1.734 0.025
C 1.211 -1.040 0.253
C -0.223 -1.622 0.164
C -1.402 -0.619 -0.123
C -1.456 0.573 0.838
C -0.757 1.705 0.171
C 0.324 1.492 -0.624
N 1.299 0.550 -0.528
O 2.498 0.796 -1.080
O 1.392 0.063 0.968
H -0.265 -2.299 1.025
H -0.172 -2.411 -0.628
H -2.189 -1.321 0.022
H -1.315 -0.165 -1.170
H -0.903 0.292 1.775
H -2.477 0.902 1.203
H -1.012 2.723 0.409
H 0.727 2.313 -1.241
H 2.513 -0.199 -1.459
```

Properties
* SMILES: [O-][C@]12CCCC=C[N@@+]1(O)O2
* E: -13994.257 eV
* multiplicity: 1
* energy relative to the best compared isomer or geometry (same formula, charge and spin): 612.84 kJ/mol

2.
Entry from the OMol25 dataset: a single C6H9NO3 molecule at a distorted geometry (ωB97M-V with the def2-TZVPD basis set).

```
19
Properties=species:S:1:pos:R:3
C 0.649 0.959 -0.736
C 1.782 -1.023 -0.293
C 2.011 0.429 -0.257
C 0.535 -1.425 -0.207
C -2.386 -0.876 0.662
C -1.549 0.317 0.265
N -0.338 0.144 -0.095
O -0.231 -2.330 -0.163
O 2.329 1.008 0.994
O -2.186 1.479 0.166
H 0.500 0.814 -1.795
H 0.652 2.143 -0.695
H 2.559 -1.664 -0.791
H 2.875 0.853 -0.966
H -3.381 -0.682 0.570
H -2.092 -1.805 0.169
H -2.049 -1.130 1.633
H 1.939 0.551 1.715
H -1.620 2.240 -0.176
```

Properties
* E: -13998.122 eV
* multiplicity: 1
* energy relative to the best compared isomer or geometry (same formula, charge and spin): 239.91 kJ/mol

3.
Entry from the OMol25 dataset: a gas-phase ion, C6H9NO3P (charge -1) at a distorted geometry (ωB97M-V with the def2-TZVPD basis set).

```
20
Properties=species:S:1:pos:R:3
C -1.783 -1.847 -0.218
C -0.390 -2.123 -0.283
C -1.975 -0.492 -0.187
C 0.190 -0.913 -0.170
C -3.245 0.262 -0.050
C 2.435 2.136 0.481
N 1.892 1.196 -0.436
O 2.705 -1.168 -1.260
O 2.302 -0.691 1.375
O -0.747 0.082 -0.063
P 1.924 -0.461 -0.050
H -2.701 -2.600 -0.270
H 0.107 -2.981 -0.324
H -3.353 0.680 1.030
H -3.410 1.068 -0.744
H -4.023 -0.393 -0.054
H 3.384 2.627 0.212
H 1.658 2.814 0.818
H 2.504 1.457 1.410
H 2.527 1.347 -1.220
```

Properties
* E: -23287.278 eV
* multiplicity: 3
* energy relative to the best compared isomer or geometry (same formula, charge and spin): 171.29 kJ/mol
* net charge: -1

4.
Entry from the OMol25 dataset: 2 unconnected molecules or ions with the total composition C6H9NO3PS at a distorted geometry (ωB97M-V with the def2-TZVPD basis set).

```
21
Properties=species:S:1:pos:R:3
C -2.196 -1.230 1.283
C -0.792 -0.946 0.920
C -2.934 -1.454 0.154
C -0.508 -1.011 -0.362
C 0.225 1.856 0.028
C 0.802 -0.774 -1.001
N 0.864 1.264 -1.132
O 3.441 -0.838 -1.057
O 2.229 -0.249 1.251
O 2.096 -2.694 0.233
P 2.173 -1.228 0.072
S -2.000 -1.423 -1.324
H -2.422 -1.436 2.314
H 0.082 -0.633 1.593
H -4.023 -1.457 0.036
H -0.720 1.326 0.155
H 0.805 1.859 0.937
H 0.090 2.868 -0.290
H 0.773 -0.935 -2.043
H 1.923 1.522 -1.130
H 3.700 -1.546 -1.636
```

Properties
* E: -34126.236 eV
* multiplicity: 1
* energy relative to the best compared isomer or geometry (same formula, charge and spin): 186.31 kJ/mol
* net charge: -1